1.
2 unconnected molecules or ions with the total composition C3H3ClN2S. Source: the OMol25 dataset; level of theory: wB97M-V/def2-TZVPD.

Geometry as XYZ:
```
10
Properties=species:S:1:pos:R:3:nbo_charge:R:1
C 0.266 -1.495 -0.715 0.395
C -0.452 -0.588 1.351 0.021
C 0.218 1.459 -0.855 -0.240
N 0.646 -2.337 -1.369 -0.316
N 0.056 -0.602 0.164 -0.521
S -0.559 -2.016 2.189 -0.061
Cl -0.762 0.966 2.007 0.042
H 1.190 1.295 -1.371 0.220
H -0.688 1.230 -1.489 0.219
H 0.085 2.086 0.090 0.239
```

Summary:
HOMO-LUMO gap (spin up / spin down) (eV): 6.485 / 6.490
Lowest unoccupied orbital energy (spin up / spin down) (eV): -2.33 / -2.33
Total charge: 0
ΔE to the lowest compared entry with this formula, charge and spin (kcal/mol): 98.1

2.
2 unconnected molecules or ions with the total composition C3H3ClNO3P. Source: the OMol25 dataset; level of theory: wB97M-V/def2-TZVPD.

Geometry as XYZ:
```
12
Properties=species:S:1:pos:R:3:nbo_charge:R:1
C 3.357 -1.418 0.155 0.322
C -1.294 0.299 -0.513 0.342
C 2.442 -0.499 0.666 -1.102
N 4.081 -2.292 -0.019 -0.501
O -0.286 -0.377 -0.685 -0.549
O 0.810 1.643 0.922 -1.149
O 1.869 1.270 -1.322 -1.133
P 1.471 0.700 -0.033 2.256
Cl -11.104 0.335 0.027 -1.000
H -1.479 1.275 -0.910 0.147
H -2.013 -0.208 0.039 0.121
H 2.146 -0.728 1.673 0.245
```

Summary:
HOMO-LUMO gap (eV): 6.474
Lowest unoccupied orbital energy (eV): 4.10
Total charge: -2
ΔE to the lowest compared entry with this formula, charge and spin (kcal/mol): 0.0

3.
A single C3H3ClO2 molecule. Source: the OMol25 dataset; level of theory: wB97M-V/def2-TZVPD.

Geometry as XYZ:
```
9
Properties=species:S:1:pos:R:3:nbo_charge:R:1
C 0.354 0.229 -0.788 0.569
C -0.945 -0.842 -0.566 0.455
C 0.750 0.496 0.594 -0.765
O 0.752 0.497 -1.882 -0.450
O -1.277 -1.955 -0.853 -0.460
Cl -2.162 0.001 0.494 -0.139
H 1.439 1.376 0.852 0.254
H 1.242 -0.389 0.900 0.259
H -0.152 0.587 1.250 0.277
```

Summary:
HOMO-LUMO gap (eV): 10.066
Structure (SMILES): CC(=O)C(=O)Cl
Lowest unoccupied orbital energy (eV): -0.21
Total charge: 0
ΔE to the lowest compared entry with this formula, charge and spin (kcal/mol): 21.4

4.
A single C3H3ClO4 molecule. Source: the OMol25 dataset; level of theory: wB97M-V/def2-TZVPD.

Geometry as XYZ:
```
11
Properties=species:S:1:pos:R:3:nbo_charge:R:1
C 1.222 -0.502 0.070 0.789
C -0.022 0.260 0.514 -0.413
C -1.328 -0.488 0.251 0.768
H 2.987 -0.839 0.589 0.504
H 0.033 0.513 1.565 0.267
H -0.554 -1.170 -1.354 0.509
O 2.224 -0.357 0.936 -0.650
O 1.288 -1.142 -0.935 -0.590
O -1.417 -1.147 -0.909 -0.660
O -2.235 -0.438 1.039 -0.536
Cl -0.034 1.797 -0.403 0.011
```

Summary:
HOMO-LUMO gap (eV): 10.880
Structure (SMILES): O=C(O)C(Cl)C(=O)O
Lowest unoccupied orbital energy (eV): 0.02
Total charge: 0
ΔE to the lowest compared entry with this formula, charge and spin (kcal/mol): 0.0

5.
A single C3H3ClOS molecule. Source: the OMol25 dataset; level of theory: wB97M-V/def2-TZVPD.

Geometry as XYZ:
```
9
Properties=species:S:1:pos:R:3:nbo_charge:R:1
C 0.760 0.617 -0.102 -0.673
C 0.839 -0.812 -0.125 0.414
C -1.667 0.110 0.575 -0.351
O 0.001 -1.671 -0.395 -0.488
S -0.917 1.198 -0.464 0.365
Cl -3.335 0.010 0.381 0.056
H 1.458 0.824 -0.937 0.272
H 0.973 0.884 1.052 0.284
H 1.889 -1.160 0.015 0.122
```

Summary:
HOMO-LUMO gap (eV): 8.359
Lowest unoccupied orbital energy (eV): -0.16
Total charge: 0
ΔE to the lowest compared entry with this formula, charge and spin (kcal/mol): 72.5

6.
A molecular structure, C3H3CuO2. Source: the OMol25 dataset; level of theory: wB97M-V/def2-TZVPD.

Geometry as XYZ:
```
9
Properties=species:S:1:pos:R:3:nbo_charge:R:1
H 0.782 -0.435 -2.004 0.154
O -0.511 0.368 0.280 -0.593
O 0.672 1.826 1.344 -0.888
C -0.109 -0.990 -1.673 -0.370
C -0.400 -0.865 -0.326 -0.046
C 0.648 1.146 0.298 0.326
H -1.337 -1.458 -0.213 0.206
H 0.649 -1.691 -0.586 0.237
Cu -0.393 2.099 2.880 -0.027
```

Summary:
HOMO-LUMO gap (spin up / spin down) (eV): 5.506 / 7.597
Lowest unoccupied orbital energy (spin up / spin down) (eV): 3.78 / 3.78
Spin multiplicity: 2
Total charge: -1
ΔE to the lowest compared entry with this formula, charge and spin (kcal/mol): 100.1

7.
A molecular structure, C3H3ErO3. Source: the OMol25 dataset; level of theory: wB97M-V/def2-TZVPD.

Geometry as XYZ:
```
10
Properties=species:S:1:pos:R:3:mulliken_charge:R:1
C -2.939 0.191 0.124 0.685
C -3.144 -1.101 0.070 -0.383
O -3.232 1.370 0.227 -0.084
H -3.413 -1.544 -0.895 0.384
H -3.186 -1.670 1.005 0.388
H -2.512 2.018 0.053 0.454
O -0.375 -1.628 -0.284 -0.094
C 0.126 -0.575 -0.271 0.629
Er 2.969 1.567 -0.521 2.406
O 1.003 0.208 -0.313 -0.385
```

Summary:
HOMO-LUMO gap (spin up / spin down) (eV): 9.430 / 2.343
Lowest unoccupied orbital energy (spin up / spin down) (eV): -18.63 / -22.86
Spin multiplicity: 4
Total charge: +4
ΔE to the lowest compared entry with this formula, charge and spin (kcal/mol): 23.1

8.
A single C3H3F2N molecule. Source: the OMol25 dataset; level of theory: wB97M-V/def2-TZVPD.

Geometry as XYZ:
```
9
Properties=species:S:1:pos:R:3:nbo_charge:R:1
C -0.855 -0.354 -0.104 0.004
C 0.536 0.010 -0.250 0.080
C 1.017 0.737 0.960 0.220
H -1.100 -1.401 0.309 0.217
H -1.569 0.405 0.323 0.212
H 0.583 0.829 -0.957 0.229
N 1.347 1.409 1.843 -0.271
F -1.215 -0.549 -1.499 -0.384
F 1.256 -1.086 -0.626 -0.306
```

Summary:
HOMO-LUMO gap (eV): 13.205
Structure (SMILES): N#C[C@@H](F)CF
Lowest unoccupied orbital energy (eV): 0.74
Total charge: 0
ΔE to the lowest compared entry with this formula, charge and spin (kcal/mol): 23.3

9.
A single C3H3F2N molecule. Source: the OMol25 dataset; level of theory: wB97M-V/def2-TZVPD.

Geometry as XYZ:
```
9
Properties=species:S:1:pos:R:3:nbo_charge:R:1
C -0.479 0.575 1.047 0.031
C -0.458 -0.398 -0.777 -0.318
C 0.798 0.056 -0.008 0.667
N -1.399 0.191 0.272 -0.358
F 1.522 -0.926 0.620 -0.338
F 1.536 0.981 -0.549 -0.301
H -0.458 1.091 1.997 0.197
H -0.444 -0.157 -1.806 0.211
H -0.618 -1.413 -0.796 0.209
```

Summary:
HOMO-LUMO gap (eV): 11.043
Structure (SMILES): FC1(F)C=NC1
Lowest unoccupied orbital energy (eV): 1.06
Total charge: 0
ΔE to the lowest compared entry with this formula, charge and spin (kcal/mol): 47.0

10.
2 unconnected molecules or ions with the total composition C3H3F3O. Source: the OMol25 dataset; level of theory: wB97M-V/def2-TZVPD.

Geometry as XYZ:
```
10
Properties=species:S:1:pos:R:3:nbo_charge:R:1
C -0.679 -0.762 -1.123 -0.113
C -1.132 -1.170 0.204 0.409
C 0.533 1.170 2.841 0.733
O 0.108 1.005 1.769 -0.515
F -0.192 -1.416 1.082 -0.327
F 1.747 1.600 3.064 -0.325
F -1.724 -0.201 -1.799 -0.345
H -0.435 -1.897 -1.435 0.170
H 0.280 -0.109 -1.366 0.208
H 0.082 0.842 3.718 0.104
```

Summary:
HOMO-LUMO gap (spin up / spin down) (eV): 8.752 / 10.808
Lowest unoccupied orbital energy (spin up / spin down) (eV): 1.01 / -1.14
Spin multiplicity: 3
Total charge: 0
ΔE to the lowest compared entry with this formula, charge and spin (kcal/mol): 30.0

11.
2 unconnected molecules or ions with the total composition C3H3F3O. Source: the OMol25 dataset; level of theory: wB97M-V/def2-TZVPD.

Geometry as XYZ:
```
10
Properties=species:S:1:pos:R:3:nbo_charge:R:1
C 0.353 0.282 1.429 -0.576
C -0.843 0.088 -1.298 0.551
C 0.565 -0.908 0.910 0.759
O -0.242 1.095 -1.854 -0.715
F -2.093 0.506 -1.143 -0.349
F 1.484 -1.272 0.026 -0.308
F -0.252 -1.998 1.230 -0.338
H 0.945 1.035 1.035 0.227
H -0.610 0.387 1.879 0.246
H 0.694 0.785 -2.215 0.503
```

Summary:
HOMO-LUMO gap (spin up / spin down) (eV): 7.361 / 8.616
Lowest unoccupied orbital energy (spin up / spin down) (eV): 0.50 / -1.82
Spin multiplicity: 3
Total charge: 0
ΔE to the lowest compared entry with this formula, charge and spin (kcal/mol): 46.3

12.
2 unconnected molecules or ions with the total composition C3H3F4N. Source: the OMol25 dataset; level of theory: wB97M-V/def2-TZVPD.

Geometry as XYZ:
```
11
Properties=species:S:1:pos:R:3:nbo_charge:R:1
C -0.361 -0.077 0.573 0.154
C 1.659 0.746 -0.619 0.166
C 2.504 -0.329 0.007 0.890
N -1.082 -1.026 0.383 -0.650
F 1.889 1.985 -0.229 -0.312
F 3.829 -0.043 -0.120 -0.334
F 2.290 -1.474 -0.677 -0.319
F 2.295 -0.499 1.295 -0.307
H -0.489 0.555 1.460 0.157
H 1.556 0.656 -1.633 0.166
H -1.894 -1.323 0.869 0.389
```

Summary:
HOMO-LUMO gap (spin up / spin down) (eV): 8.606 / 8.689
Lowest unoccupied orbital energy (spin up / spin down) (eV): -0.03 / -0.14
Total charge: 0
ΔE to the lowest compared entry with this formula, charge and spin (kcal/mol): 65.8

13.
A single C3H3FN2 molecule. Source: the OMol25 dataset; level of theory: wB97M-V/def2-TZVPD.

Geometry as XYZ:
```
9
Properties=species:S:1:pos:R:3:nbo_charge:R:1
C -0.356 -0.405 -0.363 0.485
C 0.489 -0.820 0.666 -0.209
C 0.368 1.391 0.377 0.167
H 0.577 -1.793 1.156 0.238
H 1.484 0.404 1.965 0.423
H 0.559 2.502 0.530 0.212
N 0.947 0.407 1.124 -0.506
N -0.430 0.891 -0.564 -0.470
F -1.027 -1.244 -1.295 -0.340
```

Summary:
HOMO-LUMO gap (eV): 9.764
Structure (SMILES): Fc1c[nH]cn1
Lowest unoccupied orbital energy (eV): 0.74
Total charge: 0
ΔE to the lowest compared entry with this formula, charge and spin (kcal/mol): 9.5

14.
A single C3H3FO molecule. Source: the OMol25 dataset; level of theory: wB97M-V/def2-TZVPD.

Geometry as XYZ:
```
8
Properties=species:S:1:pos:R:3:nbo_charge:R:1
C -1.153 -0.118 0.091 0.398
C 0.025 0.527 0.024 -0.475
C 1.193 -0.215 -0.072 0.370
H -2.022 0.512 0.488 0.150
H 0.008 1.618 -0.106 0.240
H 2.016 0.397 -0.443 0.098
O 1.353 -1.403 0.137 -0.524
F -1.421 -1.318 -0.120 -0.257
```

Summary:
HOMO-LUMO gap (eV): 9.820
Structure (SMILES): O=C/C=C\F
Lowest unoccupied orbital energy (eV): 0.06
Total charge: 0
ΔE to the lowest compared entry with this formula, charge and spin (kcal/mol): 16.3

15.
A single C3H3FO2 molecule. Source: the OMol25 dataset; level of theory: wB97M-V/def2-TZVPD.

Geometry as XYZ:
```
9
Properties=species:S:1:pos:R:3:nbo_charge:R:1
C -0.027 0.609 0.006 0.178
C -2.236 -0.627 0.004 0.324
C -1.441 0.555 0.114 0.176
O -3.426 -0.786 -0.003 -0.510
O 0.573 1.754 0.064 -0.615
F -2.072 1.802 -0.047 -0.331
H 0.437 -0.280 -0.126 0.172
H -1.674 -1.625 -0.028 0.112
H 1.303 1.678 -0.600 0.494
```

Summary:
HOMO-LUMO gap (eV): 9.644
Structure (SMILES): O=C/C(F)=C/O
Lowest unoccupied orbital energy (eV): 0.06
Total charge: 0
ΔE to the lowest compared entry with this formula, charge and spin (kcal/mol): 39.3

16.
2 unconnected molecules or ions with the total composition C3H3FS. Source: the OMol25 dataset; level of theory: wB97M-V/def2-TZVPD.

Geometry as XYZ:
```
8
Properties=species:S:1:pos:R:3:nbo_charge:R:1
C 0.942 0.692 -1.388 -0.320
C 0.137 -0.015 -0.674 -0.117
C -0.344 -1.110 -0.123 -0.119
F -0.853 0.128 2.219 -0.552
S -1.307 -2.351 0.031 0.136
H 1.974 0.856 -1.113 0.206
H 0.616 1.538 -1.993 0.208
H -1.165 0.263 3.041 0.557
```

Summary:
HOMO-LUMO gap (eV): 7.137
Structure (SMILES): C=C=C=S.F
Lowest unoccupied orbital energy (eV): -0.91
Total charge: 0
ΔE to the lowest compared entry with this formula, charge and spin (kcal/mol): 41.0

17.
A molecular structure, C3H3FS. Source: the OMol25 dataset; level of theory: wB97M-V/def2-TZVPD.

Geometry as XYZ:
```
8
Properties=species:S:1:pos:R:3:nbo_charge:R:1
C -1.145 -0.703 0.097 0.328
C -0.080 0.372 -0.035 -0.389
C 1.328 0.452 0.067 -0.321
H -1.058 -1.882 0.788 0.224
H -0.901 1.238 -0.309 0.253
H 1.655 1.475 0.029 0.209
F -2.383 -0.365 -0.387 -0.329
S 2.584 -0.587 -0.252 0.025
```

Summary:
HOMO-LUMO gap (eV): 7.408
Lowest unoccupied orbital energy (eV): -1.41
Total charge: 0
ΔE to the lowest compared entry with this formula, charge and spin (kcal/mol): 63.0

18.
A single C3H3FS molecule. Source: the OMol25 dataset; level of theory: wB97M-V/def2-TZVPD.

Geometry as XYZ:
```
8
Properties=species:S:1:pos:R:3:nbo_charge:R:1
C 0.038 -0.488 -1.103 0.331
C -0.018 -0.602 0.217 -0.398
C 0.057 0.658 1.029 -0.239
H 0.217 0.539 -1.439 0.194
H -0.176 -1.497 0.750 0.224
H -0.213 0.720 2.027 0.203
F -0.043 -1.524 -1.858 -0.287
S 0.138 2.193 0.377 -0.029
```

Summary:
HOMO-LUMO gap (eV): 7.994
Structure (SMILES): F/C=C/C=S
Lowest unoccupied orbital energy (eV): -0.86
Total charge: 0
ΔE to the lowest compared entry with this formula, charge and spin (kcal/mol): 11.3

19.
A single C3H3FS2 molecule. Source: the OMol25 dataset; level of theory: wB97M-V/def2-TZVPD.

Geometry as XYZ:
```
9
Properties=species:S:1:pos:R:3:nbo_charge:R:1
C 0.637 -0.373 0.520 -0.359
C 0.772 -0.033 -0.787 -0.087
C -0.543 -0.055 1.160 -0.294
F 1.628 0.133 -3.440 -0.483
S -0.818 -0.609 2.685 0.037
S 2.446 -0.576 -2.176 0.516
H 1.518 -0.976 0.984 0.254
H 0.098 0.578 -1.322 0.197
H -1.351 0.492 0.782 0.220
```

Summary:
HOMO-LUMO gap (eV): 7.805
Structure (SMILES): FS/C=C/C=S
Lowest unoccupied orbital energy (eV): -1.22
Total charge: 0
ΔE to the lowest compared entry with this formula, charge and spin (kcal/mol): 65.1

20.
A single C3H3FS2 molecule. Source: the OMol25 dataset; level of theory: wB97M-V/def2-TZVPD.

Geometry as XYZ:
```
9
Properties=species:S:1:pos:R:3:nbo_charge:R:1
C 0.998 -0.182 0.040 -0.261
C -0.305 -0.740 0.081 -0.401
C -1.443 -0.037 -0.026 0.324
H 2.130 1.948 0.131 0.160
H -0.266 -1.870 -0.034 0.260
H -1.682 0.931 0.226 0.188
F -2.667 -0.612 -0.179 -0.322
S 0.826 1.599 -0.118 0.024
S 2.410 -1.036 -0.121 0.029
```

Summary:
HOMO-LUMO gap (eV): 7.907
Structure (SMILES): F/C=C/C(=S)S
Lowest unoccupied orbital energy (eV): -1.15
Total charge: 0
ΔE to the lowest compared entry with this formula, charge and spin (kcal/mol): 15.4

Which energy belongs to each record? In order, -29493.0657 -32605.2594 -19775.7630 -23872.6817 -28561.0401 -51887.6807 -36864.7005 -10083.2591 -10082.2308 -13353.8898 -13353.1840 -15515.7427 -8856.6655 -7922.5855 -9969.8560 -16709.0483 -16708.0950 -16710.3365 -27543.6788 -27545.8347 eV.